1.
C43H47BrN3O3RuSTe as an isolated structure at a distorted geometry, computed with ωB97M-V/def2-TZVPD.

Each line ends with the Mulliken spin population.
Positions of all 100 atoms, in Å:
H  3.0002  4.9015  0.1394  0.00
C  0.6534  -4.9086  6.3574  0.00
O  -1.2808  -3.0054  2.2135  0.13
H  1.2696  1.3943  3.1831  0.01
C  -0.0264  -5.6648  4.1744  0.01
H  1.2434  -5.0888  7.2639  0.00
H  -3.5044  0.9487  0.1092  -0.01
H  2.7658  5.1245  5.8608  0.00
O  -1.4839  -2.3903  4.7964  0.00
H  -0.8821  4.6993  -3.8601  0.00
H  -1.4479  -2.2163  3.8093  0.00
H  -0.6134  3.1129  -3.1119  0.01
H  -0.1075  -2.9874  6.9553  0.00
C  1.6846  5.3784  4.0354  0.03
H  -7.1494  1.2406  2.2152  0.00
N  -2.4291  -1.5374  0.2342  0.77
H  1.1754  5.7821  6.1238  0.00
C  0.9184  4.3821  1.4853  -0.01
C  1.1198  3.4721  2.5858  -0.01
C  -0.1326  -4.7082  -7.1599  0.03
C  3.0348  4.3323  -1.9771  -0.02
C  -3.6452  -1.7804  -0.4006  -0.08
C  -1.1965  -5.7460  -3.2029  0.08
C  -6.0587  -1.2544  0.2450  0.02
H  2.8236  -0.7160  -0.5778  0.00
S  1.2418  -2.2909  0.3470  0.15
Br  -0.9788  -2.9024  -2.3190  0.06
H  -0.1584  1.7754  2.5298  0.00
H  1.5839  -3.8425  -6.3825  0.00
C  -1.3447  -5.4950  -6.9085  -0.02
C  -0.7982  -5.4201  -0.7556  0.09
C  1.6895  4.1114  -2.2152  0.01
C  3.4943  4.6843  -4.3474  0.08
C  -4.7257  -0.8415  0.0185  -0.01
C  1.5404  4.0072  3.8325  -0.01
C  4.3975  4.8178  -5.5401  0.00
C  1.4659  6.2863  2.9824  -0.01
C  0.3536  -4.6871  -4.7749  0.03
H  3.7909  5.0642  -6.3907  0.00
H  1.2613  1.6124  1.4043  0.04
C  -5.1779  1.1485  1.3256  -0.01
C  3.5644  4.2867  -0.5838  0.02
Te  0.3664  3.7309  -0.4667  0.88
C  -0.0634  -3.7192  6.1380  0.00
H  1.6745  -2.8214  2.6066  0.01
C  2.0165  5.7674  5.4142  0.00
H  -6.3890  -2.2335  -0.1624  0.00
H  0.1867  -4.3231  -8.0717  0.00
C  0.8394  6.8370  0.6318  0.04
H  1.0072  -1.1491  2.4723  0.00
C  -6.4747  0.6593  1.6260  0.01
H  1.3902  6.7314  -0.2902  0.00
H  -1.2957  -6.1278  1.6513  0.00
C  -0.7923  -5.4586  -4.5176  -0.01
C  1.7184  -1.8519  2.0797  0.01
C  2.0794  4.5359  -4.5852  -0.01
C  -6.9556  -0.5491  1.1368  0.00
C  -0.8035  -4.5294  3.9286  0.00
Ru  -1.0268  -2.5839  0.1899  2.61
H  -2.4499  -6.5451  -5.3661  0.00
C  -1.5178  -4.3082  2.6146  0.01
H  1.3129  0.1453  -0.0969  0.03
H  5.2392  5.5730  -5.4267  0.01
N  -1.0172  -5.1790  1.5422  -0.02
H  2.7950  -1.5276  1.9971  0.00
H  -1.8685  -6.6320  -3.1115  0.00
C  1.0718  5.8290  1.7351  -0.05
H  1.5019  7.3674  3.1861  0.00
H  4.6694  4.6026  -0.5277  0.00
H  1.2938  -6.7297  5.3047  0.00
H  -0.5020  -6.4808  -0.6448  0.01
C  -0.7752  -3.5496  4.9575  0.01
H  5.0280  4.3353  -2.8557  0.00
H  1.8429  3.2647  4.5888  0.00
H  1.0100  -4.3679  -3.9208  0.00
H  0.9681  7.8279  1.0398  0.00
H  -2.1104  -5.5421  -7.7126  0.00
H  -0.1950  6.7819  0.3013  -0.01
C  3.9542  4.4901  -3.0507  -0.02
C  0.6955  -5.8074  5.3160  0.00
H  -7.9693  -0.8984  1.2480  0.00
C  -1.5917  -5.9170  -5.5947  0.02
H  -2.6034  -4.5352  2.7601  0.01
H  1.7596  4.6532  -5.6270  0.00
H  -0.3672  3.3421  -4.8489  0.00
N  -0.9845  -4.6694  0.2998  -0.03
C  -0.2338  3.8251  -3.8641  0.01
C  1.1981  4.2113  -3.5934  0.02
H  -4.8027  2.1814  1.6485  0.00
C  -0.9939  -4.9586  -2.1070  -0.07
H  4.9443  3.8103  -5.7622  0.01
O  -3.8267  -2.7646  -1.1502  0.18
C  -4.4356  0.4507  0.4420  0.02
C  0.6607  -4.3243  -6.0680  -0.01
H  2.4480  6.7712  5.3853  0.00
H  -0.0437  -6.4163  3.3911  0.00
C  0.8801  1.9251  2.3668  -0.02
H  3.5733  3.2321  -0.1359  0.00
C  1.7002  -0.7127  -0.5910  -0.01
H  1.3331  -0.7484  -1.5702  -0.01

Calculated values
**Highest occupied orbital energy (spin up / spin down)**: -12.1 / -12.1 eV
**E_LUMO (spin up / spin down)**: -5.841 / -8.212 eV
**HOMO-LUMO gap (spin up / spin down)**: 6.28 / 3.90 eV
**Net charge**: +2
**2S+1**: 6
**⟨S²⟩**: 8.819

2.
C43H47IrN10Se as an isolated structure at a distorted geometry, computed with ωB97M-V/def2-TZVPD.

Each line ends with the Mulliken charge.
Positions of all 102 atoms, in Å:
C  -0.1106  -0.5816  4.2747  0.92
N  0.8033  0.3320  -1.8949  -0.54
H  -2.4150  5.8973  0.9225  0.43
H  -1.5074  0.7674  6.1760  0.47
H  4.4567  -4.3489  1.7685  0.21
H  -0.0552  3.3687  -3.0803  0.27
N  2.8233  1.6771  2.8898  -0.76
N  -1.8083  -0.1146  -0.4583  -0.20
C  -2.6500  0.7750  -0.8743  -0.14
N  3.1959  0.4950  5.0324  -0.66
H  -2.7316  4.3590  -2.8215  0.24
C  0.1464  -1.4275  5.4822  -1.49
C  -2.3077  -1.4056  -0.2693  0.04
H  -1.1577  6.3035  -1.0503  0.45
C  0.7596  1.9334  -5.2702  -1.25
C  1.4514  -0.2032  -4.0323  0.70
C  1.7222  -2.3355  -0.8824  0.79
H  0.7347  -2.7207  -4.7774  0.29
H  2.2549  -2.5364  -2.9069  0.54
C  -4.0433  0.5206  -1.1496  -1.24
C  -1.2724  1.4357  5.3458  -1.30
H  -4.6518  1.3477  -1.4877  0.51
C  0.9321  1.0487  -4.0731  0.66
C  -0.9391  4.2266  -0.6551  0.71
H  -0.7607  -3.0678  6.5905  0.41
N  -1.5539  -2.3850  0.1587  -0.02
H  1.1375  -2.7992  3.3277  0.32
C  0.5472  1.3852  -2.7159  0.04
H  0.6051  1.3083  -6.1518  0.43
C  -1.2680  4.1266  0.6615  0.90
H  -0.1400  2.5410  -5.1516  0.45
C  2.3314  -4.7663  1.8739  -1.17
C  -0.8392  5.8921  2.3971  -1.19
C  2.9383  -4.6186  -1.2818  -1.15
H  -2.2612  1.7732  -1.0225  0.69
C  -0.6760  1.0476  2.8267  -0.20
H  3.0050  -5.5667  -0.7463  0.29
H  -5.6085  -0.9229  -1.1852  0.47
H  5.0175  -4.1809  -0.8203  0.28
H  1.5973  -2.7999  -6.3222  0.36
C  0.2682  -0.9272  2.9187  -0.13
H  1.8853  3.3676  -6.4609  0.39
H  -1.5349  2.9432  3.0905  0.44
H  -1.9230  -2.0266  5.7564  0.32
N  -0.0950  0.0731  2.0711  0.59
N  1.1692  -1.6628  0.1579  0.09
H  -2.2094  1.9060  5.0358  0.45
H  2.8913  2.2662  -5.5119  0.31
C  0.9095  -2.0921  2.5405  -0.88
H  1.5638  -4.8506  2.6461  0.38
C  4.3510  -4.1744  -1.6840  -1.09
H  2.0538  3.5953  -4.7145  0.29
C  2.4409  1.2390  1.7776  0.99
C  3.0290  1.0055  4.0069  0.61
C  2.0232  -1.0066  -5.1603  -1.30
C  -1.0620  2.2897  2.3681  -0.81
C  0.0497  2.6126  -2.3123  -0.61
H  -3.3931  5.1262  -1.3750  0.29
H  -0.1790  6.4936  1.7700  0.33
C  -0.7199  0.6255  4.2153  0.83
H  1.1249  -1.9010  5.3884  0.42
H  3.9983  -5.3572  3.1477  0.41
H  -1.3182  6.5542  3.1204  0.39
H  2.3460  -4.8025  -2.1831  0.38
C  -4.5674  -0.7051  -0.9876  -0.59
H  2.9813  -1.4303  -4.8482  0.46
C  -0.9385  -2.4926  5.6804  -1.27
H  0.6101  2.0432  6.2421  0.32
C  1.3637  -0.6458  -2.6543  0.32
C  1.7967  -1.8742  -2.1832  -1.29
H  -2.9239  6.1172  -2.7609  0.44
Se  -2.5773  -3.8101  0.2443  0.26
Ir  0.3687  0.2115  0.0957  1.29
N  2.1239  0.9608  0.6718  -0.95
C  -0.8602  2.8094  1.0961  0.33
C  1.9660  -3.6832  0.9058  0.39
C  1.9683  2.8478  -5.5049  -1.16
H  0.0399  3.1364  4.9901  0.17
C  -0.3361  2.9667  -1.0306  -0.43
H  -0.9663  -3.1828  4.8343  0.28
C  -3.6893  -1.7406  -0.5310  0.66
H  4.7663  -4.8458  -2.4372  0.37
C  2.2342  -3.6165  -0.4206  0.42
H  2.2312  -0.3411  -5.9997  0.42
N  -0.2913  2.1438  0.0575  0.11
H  4.3478  -3.1625  -2.0891  0.29
C  -1.8865  5.1688  1.5408  -1.26
H  0.2129  -1.7191  -6.1279  0.32
C  1.3077  -2.4361  1.2611  0.08
N  -4.0366  -2.9916  -0.3194  -0.87
C  1.0894  -2.1319  -5.6246  -1.18
H  -0.2195  5.1770  2.9406  0.26
H  -2.6316  4.7066  2.1933  0.42
H  -0.5179  5.3807  -2.4006  0.45
H  2.3618  -5.7220  1.3473  0.49
C  -0.2829  2.5075  5.8221  -1.01
C  3.6939  -4.5094  2.5320  -1.09
H  -0.7395  3.1453  6.5809  0.40
H  0.1965  -0.7806  6.3582  0.50
H  3.6618  -3.6177  3.1599  0.30
C  -2.6579  5.2362  -2.1745  -1.16
C  -1.2466  5.3583  -1.5889  -1.14

Calculated values
**Highest occupied orbital energy**: -6.8 eV
**E_LUMO**: -1.509 eV
**HOMO-LUMO gap**: 5.25 eV